Here is 2 unconnected molecules or ions with the total composition C5H11O3 in a non-equilibrium geometry from the Open Molecules 2025 dataset. Energies are from the ωB97M-V functional and the def2-TZVPD basis.

Element x y z (Å)
C  1.9558  0.5779  0.0302
C  2.0457  1.8837  0.8489
C  1.7423  -0.6659  0.8516
O  1.1016  0.8065  -1.0746
H  2.9434  0.5283  -0.4075
H  2.5732  2.6567  0.3332
H  2.1250  -0.5151  1.8778
H  0.6660  -0.7856  1.0012
H  2.0774  -1.5847  0.3821
H  0.4690  0.1059  -1.3613
H  2.5384  1.5816  1.7652
H  1.0374  2.1133  1.2330
C  -2.7077  0.1902  -0.8604
C  -1.8679  -0.9003  -0.1394
O  -0.7990  -1.1783  -0.7788
O  -2.1512  -1.2655  1.0011
H  -3.2481  -0.1133  -1.7405
H  -2.1346  1.0790  -1.1411
H  -3.4833  0.6052  -0.2617

Values from the calculation:
max |F|	2.69	eV Å⁻¹
charge	-1
E_LUMO	3.932	eV
orbital gap	8.33	eV
total energy	-422.8796	a.u.
HOMO	-4.4	eV

Here is 2 unconnected molecules or ions with the total composition C5H11O3 in a non-equilibrium geometry from the Open Molecules 2025 dataset. Energies are from the ωB97M-V functional and the def2-TZVPD basis.

Element x y z (Å)
C  -1.3835  -1.0575  1.8385
C  -0.2199  -1.8466  1.3422
O  0.3502  -1.4753  0.2885
O  0.0401  -2.9170  1.8957
H  -1.3124  -0.7019  2.8746
H  -2.3429  -1.5458  1.7497
H  -1.5015  -0.0955  1.3406
C  0.7377  1.4405  -1.2807
C  -0.1870  1.0334  -2.4929
C  0.5927  2.9691  -1.1033
O  0.2587  1.0152  -0.0538
H  1.9138  1.2011  -1.4260
H  0.3885  0.6887  -3.4144
H  1.4819  3.5733  -1.5940
H  -0.3934  3.3177  -1.4703
H  0.4493  3.1520  0.1563
H  0.3894  -0.1781  0.0777
H  -0.4784  2.0597  -2.7492
H  -1.0273  0.3119  -2.4118

Values from the calculation:
max |F|	3.87	eV Å⁻¹
charge	-1
E_LUMO	3.906	eV
orbital gap	8.56	eV
total energy	-422.8317	a.u.
HOMO	-4.6	eV

Here is 2 unconnected molecules or ions with the total composition C5H11O4 in a non-equilibrium geometry from the Open Molecules 2025 dataset. Energies are from the ωB97M-V functional and the def2-TZVPD basis.

Element x y z (Å)
O  3.5683  0.5973  -0.2489
C  2.3364  0.4400  -0.1572
C  1.9296  -1.0278  0.0814
O  0.5323  -1.2218  0.1150
C  -0.0717  -1.1404  -1.1509
C  -1.5629  -0.9205  -1.0131
O  -1.8995  0.3587  -0.5147
C  -2.0222  0.4451  0.8894
H  2.3976  -1.6827  -0.6834
H  2.3205  -1.3336  1.0663
H  0.1026  -2.0744  -1.7203
H  0.3631  -0.3114  -1.7358
H  -2.0143  -1.0066  -2.0120
H  -2.0028  -1.7042  -0.3728
H  -2.3281  1.4715  1.1258
H  -2.7858  -0.2609  1.2562
H  -1.0680  0.2308  1.3929
O  0.3296  3.0080  1.3040
H  0.9281  3.8304  1.4157
H  0.9472  2.3024  0.9624

Values from the calculation:
max |F|	2.67	eV Å⁻¹
charge	-1
E_LUMO	3.749	eV
orbital gap	5.39	eV
total energy	-498.0029	a.u.
HOMO	-1.6	eV

Here is a molecular structure, C5H11O4Y in a non-equilibrium geometry from the Open Molecules 2025 dataset. Energies are from the ωB97M-V functional and the def2-TZVPD basis.

Element x y z (Å)
O  0.2494  -2.4544  -0.4572
Y  -1.6379  -2.4983  0.4507
O  -3.2480  -1.5594  0.3555
C  -3.2739  -0.2868  -0.1946
C  -2.1560  0.5848  0.3610
O  -0.9152  -0.1664  0.2761
C  0.2118  0.5857  0.6695
H  -4.2186  0.2425  0.0330
H  -3.1780  -0.3099  -1.2987
H  -2.3193  0.8295  1.4212
H  -2.0413  1.5183  -0.2080
H  0.4592  0.5204  1.7442
H  0.0436  1.6686  0.5525
C  1.3939  0.1552  -0.1183
O  2.3439  1.0054  -0.0420
C  3.6684  0.6953  -0.5164
H  1.1128  -1.8665  -0.1483
H  1.5697  -0.5604  -0.9598
H  3.6165  0.7923  -1.6045
H  4.3374  1.4281  -0.0531
H  3.9816  -0.3240  -0.2628

Values from the calculation:
max |F|	5.27	eV Å⁻¹
charge	+2
E_LUMO	-9.620	eV
orbital gap	8.15	eV
total energy	-535.7194	a.u.
HOMO	-17.8	eV

Here is 2 unconnected molecules or ions with the total composition C5H12 in a non-equilibrium geometry from the Open Molecules 2025 dataset. Energies are from the ωB97M-V functional and the def2-TZVPD basis.

Element x y z (Å)
C  0.8980  5.6138  -3.5680
C  0.9923  6.3626  -2.2394
H  1.8241  5.5073  -4.1360
H  0.2775  6.1743  -4.2761
H  0.4507  4.6514  -3.4667
H  1.8710  6.9982  -2.1793
H  0.1052  6.9631  -2.0441
H  1.0324  5.6381  -1.4215
C  -0.7726  -4.0962  3.3593
C  -0.3554  -4.3311  1.9556
C  -0.9637  -5.1002  1.0579
H  -0.5254  -3.1184  3.7817
H  -1.8259  -4.2705  3.5817
H  -0.2419  -4.8020  4.0284
H  0.6213  -3.9085  1.7432
H  -0.5342  -5.3347  0.0940
H  -1.9401  -5.4618  1.3550

Values from the calculation:
max |F|	1.46	eV Å⁻¹
charge	-1
E_LUMO (alpha / beta)	2.861 / 2.819	eV
<S²>	0.75
2S+1	2
orbital gap (alpha / beta)	1.20 / 8.57	eV
total energy	-197.5975	a.u.
HOMO (alpha / beta)	1.7 / -5.7	eV

Here is a molecular structure, C5H12BBr4Na3O3 in a non-equilibrium geometry from the Open Molecules 2025 dataset. Energies are from the ωB97M-V functional and the def2-TZVPD basis.

Element x y z (Å)
Na  2.2200  -2.8617  -2.2107
Na  0.7717  0.4694  -2.6757
Na  3.8701  0.0088  -0.7067
C  4.3225  1.4024  -3.2473
O  4.5781  1.9552  -4.3364
O  3.0537  1.2484  -2.8525
O  5.2610  0.8088  -2.5448
B  1.2914  -0.8524  -0.4797
H  1.0662  -2.0320  -0.2923
H  0.3008  -0.1928  -0.5823
H  1.9236  -0.4127  0.4331
H  1.8862  -0.7859  -1.4604
Br  -1.6708  -0.5785  3.5783
C  -1.6863  -1.3262  1.7734
C  -1.0308  -2.6905  1.7572
Br  -2.2298  -4.0570  2.4198
H  -1.1041  -0.6138  1.1962
H  -2.7130  -1.3661  1.4284
H  -0.1366  -2.7116  2.3714
H  -0.7598  -3.0011  0.7513
Br  -2.4160  0.7553  -1.1045
C  -3.0033  1.9906  0.3073
C  -1.8068  2.4045  1.1142
Br  -2.4439  3.5583  2.5414
H  -3.7208  1.4306  0.8941
H  -3.4380  2.8456  -0.1935
H  -1.1196  3.0071  0.5283
H  -1.2656  1.5974  1.5925

Values from the calculation:
max |F|	2.02	eV Å⁻¹
E_LUMO	-2.427	eV
orbital gap	3.27	eV
total energy	-11231.2468	a.u.
HOMO	-5.7	eV

Here is 2 unconnected molecules or ions with the total composition C5H12BCl2NO2 in a non-equilibrium geometry from the Open Molecules 2025 dataset. Energies are from the ωB97M-V functional and the def2-TZVPD basis.

Element x y z (Å)
B  1.5287  1.4117  1.1714
C  -1.5453  -0.5073  -2.4275
C  -1.7969  -1.2405  0.0492
C  -0.0365  0.4149  -0.5987
C  0.0720  1.0205  0.7035
C  -1.4410  -0.1108  -0.9279
N  2.1514  -0.7324  1.4334
O  1.6571  1.8316  2.4868
O  2.4012  1.7251  0.1561
Cl  1.5967  -1.4297  2.8379
Cl  2.1105  -1.7417  0.0614
H  -2.5529  -0.6849  -2.5560
H  -1.0140  -1.3871  -2.5963
H  -1.2021  0.3396  -3.0374
H  -2.0946  -0.8686  0.9716
H  -2.6512  -1.7936  -0.2531
H  -1.1250  -1.9340  0.4740
H  0.3747  1.1424  -1.3303
H  0.6007  -0.3719  -0.8775
H  -0.6979  0.7103  1.4324
H  -2.1997  0.6290  -0.4265
H  2.5909  1.5867  2.8233
H  3.2731  1.9908  0.4304

Values from the calculation:
max |F|	3.53	eV Å⁻¹
E_LUMO (alpha / beta)	-1.799 / -0.404	eV
orbital gap (alpha / beta)	6.28 / 9.20	eV
total energy	-1348.0751	a.u.
HOMO (alpha / beta)	-8.1 / -9.6	eV

Here is C5H12ClN2O4P in the gas phase in a non-equilibrium geometry from the Open Molecules 2025 dataset. Energies are from the ωB97M-V functional and the def2-TZVPD basis.

Element x y z (Å)
C  -2.5786  -0.3763  0.6926
C  -1.0393  -0.5879  0.7835
N  -0.7107  -2.0899  0.7202
C  -0.3408  0.0629  -0.3178
O  -0.7878  0.1081  -1.6199
C  1.3562  -0.5824  -0.4656
N  1.8295  -0.6190  -1.7479
C  2.0720  -0.7306  0.6503
Cl  3.8593  -1.0071  0.6007
P  0.1265  1.8529  0.1775
O  -1.0303  2.6973  0.3716
O  1.0828  1.7092  1.3275
O  0.8884  2.2169  -1.1760
H  -3.1890  -1.1238  1.2524
H  -2.9182  0.5934  1.0836
H  -2.8722  -0.4305  -0.3883
H  -0.6822  -0.2140  1.7234
H  -0.9014  -2.5313  -0.2089
H  -1.1366  -2.5666  1.5521
H  -0.7659  0.9836  -1.8670
H  1.0726  -0.1983  -2.2887
H  2.7448  -0.1501  -1.8906
H  1.5669  -1.0345  1.4941
H  1.4489  0.8674  1.1606
H  0.9052  3.1506  -1.6193

Values from the calculation:
max |F|	6.13	eV Å⁻¹
E_LUMO	0.163	eV
orbital gap	8.84	eV
total energy	-1409.7432	a.u.
HOMO	-8.7	eV

Here is 2 unconnected molecules or ions with the total composition C5H12ClN3O2S in a non-equilibrium geometry from the Open Molecules 2025 dataset. Energies are from the ωB97M-V functional and the def2-TZVPD basis.

Element x y z (Å)
N  -2.5306  -0.4548  1.3343
C  -2.0986  0.4891  0.5196
C  -1.7857  0.4029  -0.7777
S  -1.0993  1.7485  -1.5558
O  0.1913  1.5270  -2.1520
O  -1.1944  2.8564  -0.6571
Cl  -2.2719  2.4298  -3.0821
H  -2.7743  -1.4352  1.0801
H  -2.6728  -0.1754  2.2827
H  -2.0033  1.5747  0.9147
H  -1.9839  -0.5127  -1.3483
C  0.5537  -1.1978  1.5080
C  1.3423  -0.7761  0.3203
C  1.8370  0.6127  0.5382
N  1.6799  -1.6073  -0.5277
N  2.6438  -1.3801  -1.5780
H  0.8510  -2.1872  1.8703
H  0.8588  -0.4193  2.3130
H  -0.5063  -1.2813  1.4464
H  1.1819  1.1229  1.2268
H  1.9631  1.2385  -0.4160
H  2.9064  0.5061  0.9699
H  2.6333  -2.2648  -1.9529
H  2.2786  -0.8164  -2.2767

Values from the calculation:
max |F|	3.50	eV Å⁻¹
E_LUMO	0.254	eV
orbital gap	8.86	eV
total energy	-1370.7316	a.u.
HOMO	-8.6	eV

Here is C5H12ClOPS in the gas phase in a non-equilibrium geometry from the Open Molecules 2025 dataset. Energies are from the ωB97M-V functional and the def2-TZVPD basis.

Element x y z (Å)
C  -1.3625  -0.0734  -1.9289
C  -1.9859  0.1253  -0.5282
C  -1.0980  -0.0061  0.6799
C  -0.3788  -1.3190  1.0285
S  0.9819  -1.8550  -0.0462
C  2.1674  -0.6134  0.4407
Cl  3.5712  -0.8259  -0.4825
P  1.8706  1.3699  0.2501
O  1.3880  2.4275  -0.7365
H  -0.7748  -0.9173  -2.0165
H  -0.6171  0.8798  -2.0006
H  -2.0909  0.2580  -2.6244
H  -2.8048  -0.5039  -0.4174
H  -2.3926  1.1316  -0.3450
H  -1.6968  0.1369  1.5984
H  -0.3218  0.7865  0.6405
H  -0.0082  -1.2090  1.9762
H  -0.9435  -2.1496  0.9872
H  2.2616  -0.6977  1.4782
H  1.1478  1.3683  1.4886
H  3.0872  1.6864  0.5581

Values from the calculation:
max |F|	6.37	eV Å⁻¹
E_LUMO	0.592	eV
orbital gap	9.63	eV
total energy	-1472.5945	a.u.
HOMO	-9.0	eV

Here is 2 unconnected molecules or ions with the total composition C5H12F2 in a non-equilibrium geometry from the Open Molecules 2025 dataset. Energies are from the ωB97M-V functional and the def2-TZVPD basis.

Element x y z (Å)
C  0.1143  1.6007  1.0265
C  0.8144  0.4053  0.3810
C  0.1841  -0.9272  0.7798
C  0.8842  -2.1227  0.1344
H  0.5903  2.5476  0.7208
H  0.1648  1.5203  2.1253
H  -0.9461  1.6264  0.7239
H  0.7723  0.5041  -0.7207
H  1.8809  0.3983  0.6778
H  0.2262  -1.0260  1.8816
H  -0.8823  -0.9202  0.4830
H  1.9446  -2.1483  0.4369
H  0.8337  -2.0422  -0.9645
H  0.4082  -3.0695  0.4401
F  -0.6973  -0.3427  -1.9588
C  -1.3931  0.7788  -1.6500
F  -2.2304  0.5039  -0.6202
H  -0.6972  1.5921  -1.3675
H  -1.9717  1.1213  -2.5294

Values from the calculation:
max |F|	1.48	eV Å⁻¹
E_LUMO	1.093	eV
orbital gap	12.21	eV
total energy	-397.4163	a.u.
HOMO	-11.1	eV

Here is a molecular structure, C5H12F3N2O4Rb in a non-equilibrium geometry from the Open Molecules 2025 dataset. Energies are from the ωB97M-V functional and the def2-TZVPD basis.

Element x y z (Å)
Rb  14.6699  4.8749  30.2883
C  14.3670  7.5319  32.9028
O  13.4932  8.6114  33.3147
O  14.3580  7.5617  31.4542
C  15.6800  7.5793  33.8194
F  16.3190  8.7247  33.7139
F  15.3653  7.5942  35.0803
F  16.4933  6.5382  33.6918
C  12.4003  8.4087  34.2741
C  11.5502  9.6374  34.4039
H  11.9544  10.4236  33.7661
H  10.5057  9.4573  34.1498
H  11.3535  10.0157  35.4071
H  12.8242  8.0166  35.1986
H  11.6879  7.6321  33.9957
H  13.9164  6.6148  33.2824
C  12.9753  5.8769  27.0924
O  14.0735  5.9301  27.6104
N  12.6523  6.3405  25.9323
N  12.0084  5.3366  27.7185
H  11.7053  6.1861  25.6172
H  13.4022  6.7168  25.3699
H  11.1463  5.4287  27.2004
H  12.1874  5.0672  28.6753
O  13.6391  2.9779  32.2648
H  12.9302  2.3886  32.0072
H  13.4918  3.1374  33.1971

Values from the calculation:
max |F|	4.91	eV Å⁻¹
charge	+1
E_LUMO (alpha / beta)	-3.338 / -6.045	eV
<S²>	0.75
2S+1	2
orbital gap (alpha / beta)	9.90 / 7.17	eV
total energy	-931.5993	a.u.
HOMO (alpha / beta)	-13.2 / -13.2	eV